{
  "formula": "C42H68ClF16N4O11S",
  "method": "wB97M-V/def2-TZVPD",
  "homo_ev": -11.235,
  "orbital_gap_ev": 8.674,
  "max_force_ev_per_a": 1.23,
  "total_energy_ha": -5143.8899,
  "charge": 1,
  "elements": ["C", "C", "C", "C", "C", "N", "C", "N", "S", "C", "C", "C", "C", "C", "C", "C", "C", "C", "C", "O", "C", "N", "C", "C", "F", "N", "C", "C", "C", "Cl", "H", "H", "H", "H", "H", "H", "H", "H", "H", "H", "H", "H", "H", "H", "H", "H", "H", "H", "H", "H", "H", "H", "H", "H", "H", "H", "H", "H", "H", "H", "H", "H", "H", "H", "H", "H", "H", "H", "H", "H", "H", "H", "H", "C", "C", "O", "C", "O", "C", "F", "F", "F", "H", "H", "H", "H", "H", "C", "C", "O", "C", "O", "C", "F", "F", "F", "H", "H", "H", "H", "H", "C", "C", "O", "C", "O", "C", "F", "F", "F", "H", "H", "H", "H", "H", "C", "C", "O", "C", "O", "C", "F", "F", "F", "H", "H", "H", "H", "H", "C", "C", "O", "C", "O", "C", "F", "F", "F", "H", "H", "H", "H", "H"],
  "positions_angstrom": [[2.205514, -0.423704, -0.619938], [2.518868, -1.911251, -0.902152], [1.284535, -2.740203, -1.227624], [0.446771, -3.156721, 0.001532], [-0.836808, -3.719029, -0.483770], [-0.882805, -4.592260, -1.497430], [-2.173089, -4.838812, -1.732314], [-2.571956, -5.684771, -2.701562], [-4.174702, -6.110400, -3.069440], [-1.519148, -6.303791, -3.538252], [-1.008698, -5.354930, -4.631436], [0.432723, -4.833222, -4.465060], [0.482416, -3.343668, -4.155788], [0.147303, -2.393534, -5.307705], [0.507136, -0.951903, -4.895873], [-0.675592, -0.209735, -4.287422], [-0.209761, 1.093772, -3.613985], [-1.145694, 1.611418, -2.537909], [-0.489058, 2.653990, -1.648411], [-1.415787, 3.134071, -0.686113], [-1.027962, 2.893070, 0.655995], [-2.967108, -4.107800, -0.875463], [-4.391684, -3.924946, -0.691730], [-5.115884, -3.288290, -1.879960], [-4.966137, -5.118278, -0.300641], [-2.069464, -3.432021, -0.057360], [-2.441028, -2.565760, 1.056173], [-2.802850, -1.115892, 0.651831], [-4.129223, -0.660091, 1.263111], [-1.511963, -0.077229, 1.358624], [2.453772, -0.149727, 0.401941], [1.166377, -0.179546, -0.838434], [2.814604, 0.207702, -1.265838], [3.148783, -1.943933, -1.792222], [3.111801, -2.355115, -0.103132], [1.567204, -3.655578, -1.744370], [0.645631, -2.140902, -1.877548], [0.980926, -3.890074, 0.606680], [0.279183, -2.294186, 0.650796], [-4.392592, -7.012717, -2.094770], [-1.993509, -7.147071, -4.028847], [-0.722132, -6.706986, -2.917290], [-1.068879, -5.893732, -5.577333], [-1.716085, -4.529237, -4.722377], [0.909924, -5.365440, -3.639729], [1.003413, -5.048538, -5.366572], [1.492265, -3.101099, -3.811911], [-0.192330, -3.106582, -3.329329], [-0.928799, -2.433422, -5.481079], [0.694976, -2.658972, -6.210493], [1.305014, -0.976642, -4.150770], [0.898012, -0.400308, -5.751198], [-1.213944, -0.833454, -3.566668], [-1.394381, 0.062555, -5.061352], [0.783563, 0.933877, -3.185237], [-0.107850, 1.834845, -4.408496], [-2.026666, 2.071643, -2.987759], [-1.501344, 0.794037, -1.903681], [-0.153231, 3.497322, -2.258350], [0.389947, 2.211043, -1.171340], [-1.327691, 1.887351, 0.966524], [0.045101, 3.027678, 0.796931], [-1.538741, 3.614552, 1.290776], [-4.530190, -3.267037, 0.159161], [-4.467166, -3.230095, -2.752778], [-5.418481, -2.273769, -1.635982], [-5.965216, -3.905120, -2.153693], [-1.653889, -2.544056, 1.799234], [-3.300274, -3.025107, 1.539561], [-2.817028, -1.008823, -0.429486], [-4.152953, 0.414984, 1.397988], [-4.258598, -1.103478, 2.251327], [-4.966262, -0.991285, 0.646576], [3.930200, 2.202766, 6.714137], [4.751207, 1.246261, 5.880913], [3.944528, 0.125328, 5.438410], [3.181573, 0.329267, 4.387349], [3.063365, 1.328167, 3.740407], [2.429316, -0.970140, 4.043992], [1.912082, -1.554826, 5.127343], [3.253804, -1.846534, 3.453894], [1.428297, -0.716411, 3.197167], [3.461353, 1.677960, 7.547599], [4.561809, 2.996644, 7.109627], [3.136842, 2.658173, 6.120569], [5.550379, 0.805897, 6.470119], [5.199606, 1.738079, 5.022612], [-1.425891, 6.540807, 0.097630], [-0.906643, 7.961002, 0.105495], [-1.001279, 8.542633, 1.421158], [-0.034176, 8.221072, 2.265483], [0.899397, 7.505186, 2.053851], [-0.256546, 8.946692, 3.606239], [-1.532215, 8.865249, 3.992833], [0.062967, 10.238467, 3.478088], [0.505871, 8.414487, 4.552408], [-2.446024, 6.504620, 0.481441], [-1.419864, 6.137952, -0.914045], [-0.810844, 5.897467, 0.725740], [-1.512111, 8.599451, -0.533705], [0.123086, 8.015168, -0.244940], [-1.669797, -0.569072, 6.942729], [-0.885732, 0.503521, 6.218690], [-0.885679, 1.739643, 6.955595], [-0.002413, 1.822077, 7.940932], [0.779715, 0.981978, 8.272235], [-0.081379, 3.214543, 8.594382], [-1.347667, 3.573836, 8.810693], [0.481975, 4.117900, 7.783622], [0.567488, 3.219556, 9.749243], [-2.683191, -0.224795, 7.151059], [-1.722792, -1.470649, 6.332560], [-1.201218, -0.824164, 7.892169], [-1.347515, 0.743760, 5.262712], [0.140211, 0.190216, 6.029159], [7.480714, -1.313093, 1.660134], [8.502594, -0.200282, 1.575575], [8.429866, 0.661089, 2.728668], [9.057124, 0.232160, 3.814100], [9.672101, -0.782989, 3.940066], [8.908468, 1.277074, 4.935038], [7.641874, 1.713716, 5.012842], [9.696782, 2.326574, 4.693221], [9.240785, 0.759091, 6.108860], [6.479609, -0.900435, 1.794979], [7.496603, -1.904748, 0.745542], [7.687729, -1.973314, 2.501735], [8.300931, 0.446919, 0.725192], [9.514536, -0.588550, 1.471845], [-5.621897, -1.058045, -9.005384], [-5.145137, 0.377068, -9.011928], [-5.296255, 0.984046, -7.709659], [-4.348460, 0.726439, -6.829904], [-3.376804, 0.044469, -6.983204], [-4.639036, 1.485205, -5.522070], [-5.917424, 1.364811, -5.155616], [-4.369764, 2.784836, -5.672621], [-3.875026, 1.012978, -4.539188], [-6.651186, -1.115775, -8.650672], [-5.575059, -1.470538, -10.012049], [-5.005367, -1.673819, -8.350957], [-5.753410, 0.983769, -9.677958], [-4.108156, 0.458532, -9.333564]],
  "atomic_forces_ev_per_a": [[0.4, -0.3, 0.0], [0.0, 0.4, -0.3], [0.0, -0.1, 0.7], [0.1, 0.7, 0.2], [-0.4, -0.8, -0.5], [-0.2, 0.1, 0.3], [-0.5, 0.3, 0.0], [0.2, -0.2, 0.4], [-0.2, 0.2, 0.0], [0.1, 0.0, -0.5], [0.4, -0.2, -0.2], [-0.5, 0.2, 0.3], [0.3, 0.2, -0.5], [0.3, 0.2, 0.5], [-0.5, -0.3, -0.1], [0.2, 0.8, 0.0], [-0.2, -0.4, -0.2], [-0.1, 0.3, 0.0], [-0.3, -0.1, -0.2], [0.3, 0.0, 0.0], [-0.2, 0.1, 0.1], [0.4, -0.2, 0.1], [-0.8, 0.2, -0.1], [0.5, -0.3, -0.3], [0.2, 0.0, -0.1], [1.0, 0.3, 0.3], [-1.0, 0.0, -0.3], [-0.1, -0.1, 0.9], [0.1, -0.4, 0.1], [-0.1, -1.1, -0.2], [-0.2, 0.1, 0.1], [-0.1, 0.0, 0.2], [0.0, 0.1, 0.0], [0.1, -0.1, 0.0], [-0.1, -0.1, 0.1], [-0.1, 0.1, -0.1], [0.1, -0.1, 0.0], [0.0, -0.2, -0.1], [-0.1, 0.0, 0.0], [0.1, -0.1, 0.0], [-0.2, -0.1, 0.2], [0.0, 0.2, 0.2], [-0.1, 0.0, 0.0], [0.0, 0.1, 0.0], [0.1, -0.1, 0.0], [0.1, 0.1, 0.0], [0.0, 0.0, -0.1], [0.1, -0.2, -0.1], [0.0, -0.1, -0.5], [-0.1, -0.2, -0.1], [0.2, 0.0, 0.0], [0.0, 0.1, 0.0], [0.1, -0.2, 0.1], [-0.1, -0.3, -0.1], [0.1, 0.0, 0.0], [0.2, 0.2, 0.1], [-0.1, -0.1, 0.0], [0.0, -0.1, 0.1], [0.1, 0.0, 0.0], [0.1, 0.1, 0.1], [0.3, 1.2, -0.2], [0.1, 0.0, 0.0], [-0.1, 0.1, 0.0], [0.3, 0.0, 0.0], [0.0, 0.0, 0.0], [-0.2, 0.0, 0.1], [-0.2, 0.1, 0.1], [0.3, -0.3, -0.2], [0.0, -0.1, 0.2], [0.3, 0.2, -0.1], [-0.1, 0.1, -0.3], [0.1, 0.0, 0.1], [-0.1, 0.1, 0.0], [-0.3, -0.1, 0.0], [0.2, 0.4, 0.3], [0.0, -0.1, -0.1], [0.2, 0.1, 0.2], [-0.1, 0.0, -0.1], [-0.1, -0.1, 0.0], [0.0, 0.0, 0.0], [0.0, 0.0, -0.1], [-0.1, 0.0, -0.1], [0.1, 0.0, 0.0], [0.0, 0.0, 0.0], [0.1, 0.1, 0.0], [-0.1, -0.2, 0.0], [-0.1, -0.1, -0.2], [0.0, 0.0, 0.2], [-0.1, -0.1, -0.4], [0.0, 0.1, 0.1], [0.0, -0.1, -0.2], [0.0, 0.0, 0.1], [0.0, 0.0, 0.0], [0.0, 0.0, 0.0], [0.0, 0.1, 0.0], [0.0, 0.0, 0.1], [0.0, 0.0, -0.1], [0.0, 0.0, 0.0], [0.1, 0.0, -0.1], [-0.1, 0.1, 0.1], [0.1, 0.0, 0.1], [0.0, 0.1, 0.2], [-0.1, -0.3, -0.3], [0.0, 0.1, 0.0], [0.0, -0.1, -0.2], [0.1, 0.0, 0.1], [0.0, 0.0, 0.1], [0.0, 0.0, 0.0], [0.0, 0.1, -0.1], [0.0, 0.0, 0.1], [0.0, 0.0, -0.1], [0.0, 0.0, 0.0], [0.1, 0.0, 0.0], [0.0, 0.1, 0.0], [0.0, 0.0, 0.1], [-0.1, 0.0, 0.2], [0.0, -0.2, -0.4], [0.0, 0.1, 0.1], [0.0, -0.1, -0.2], [0.0, 0.0, 0.1], [0.0, 0.0, 0.1], [0.0, 0.0, 0.0], [0.0, 0.1, 0.0], [0.0, 0.0, 0.0], [0.0, 0.0, -0.1], [0.0, 0.0, 0.0], [0.1, 0.0, 0.0], [0.0, 0.1, 0.1], [0.0, 0.0, 0.1], [0.0, 0.0, 0.3], [0.0, -0.2, -0.5], [0.0, 0.1, 0.1], [-0.1, 0.0, -0.3], [0.0, 0.0, 0.1], [-0.1, 0.1, 0.1], [0.0, -0.1, 0.0], [0.0, 0.0, 0.0], [0.0, -0.1, 0.1], [0.0, 0.0, -0.1], [0.0, 0.0, 0.0], [0.1, 0.0, -0.1], [0.0, 0.1, 0.1], [0.1, 0.0, 0.1]],
  "mulliken_charge": [-0.59, -1.17, 0.58, -0.06, 0.24, -0.29, 0.54, -0.18, -0.17, -0.95, -0.66, -1.15, 0.48, -0.83, -1.02, 0.17, -1.03, 0.57, -0.60, -0.34, 0.15, 0.12, 0.56, -1.36, -0.37, 0.25, -2.66, 1.33, -1.54, -0.26, 0.28, -0.26, 0.45, 0.36, 0.46, 0.40, -0.50, 0.45, -0.15, 0.20, 0.42, 0.43, 0.41, 0.45, 0.40, 0.57, 0.46, -0.76, 0.34, 0.43, 0.34, 0.53, 0.05, 0.25, 0.42, 0.42, 0.39, -0.65, 0.28, 0.16, -0.52, 0.47, 0.28, 0.06, 0.35, 0.36, 0.42, 0.90, 0.61, 0.03, 0.46, 0.40, 0.35, -1.15, -0.09, -0.29, 0.27, -0.52, 0.87, -0.26, -0.27, -0.16, 0.25, 0.44, 0.30, 0.32, 0.31, -0.87, -0.36, -0.32, 0.35, -0.52, 0.90, -0.25, -0.25, -0.23, 0.33, 0.35, 0.19, 0.35, 0.33, -1.35, 0.26, -0.38, 0.37, -0.51, 0.89, -0.25, -0.25, -0.24, 0.37, 0.38, 0.34, 0.36, 0.01, -1.04, -0.26, -0.32, 0.32, -0.51, 0.92, -0.23, -0.25, -0.25, 0.22, 0.39, 0.34, 0.33, 0.34, -1.09, -0.22, -0.33, 0.31, -0.51, 0.91, -0.26, -0.28, -0.18, 0.31, 0.37, 0.30, 0.33, 0.32]
}